{
  "formula": "C23H29N3O3",
  "method": "ωB97M-V/def2-TZVPD",
  "gap_ev": 8.2902,
  "e_homo_ha": -0.285,
  "e_above_lowest_kcal_mol": 59.6,
  "smiles": "CCN(CC)c1ccc(C(=O)OCC(=O)N2CCN(c3ccccc3)CC2)cc1",
  "elements": ["C", "C", "N", "C", "C", "C", "C", "C", "C", "C", "O", "O", "C", "C", "O", "N", "C", "C", "N", "C", "C", "C", "C", "C", "C", "C", "C", "C", "C", "H", "H", "H", "H", "H", "H", "H", "H", "H", "H", "H", "H", "H", "H", "H", "H", "H", "H", "H", "H", "H", "H", "H", "H", "H", "H", "H", "H", "H"],
  "positions_angstrom": [[1.95021, 0.73742, -6.85245], [0.57637, 0.06524, -6.81824], [-0.11220, 0.23245, -5.55531], [-1.16105, 1.22623, -5.50593], [-0.66082, 2.63768, -5.18932], [0.33406, -0.39064, -4.42260], [-0.14996, -0.04574, -3.14622], [0.27700, -0.69622, -2.01310], [1.21523, -1.72520, -2.08628], [1.70927, -2.44126, -0.90680], [2.56810, -3.28971, -0.91733], [1.07192, -2.04928, 0.22647], [1.50689, -2.61937, 1.45223], [1.76699, -1.54967, 2.51536], [2.80532, -1.55072, 3.14835], [0.80165, -0.62955, 2.71419], [-0.52481, -0.61268, 2.14306], [-1.55407, -0.71906, 3.28267], [-1.39089, 0.33331, 4.25815], [-2.02574, 1.56028, 4.09088], [-2.76520, 1.88301, 2.94913], [-3.43544, 3.08864, 2.85230], [-3.38749, 4.01164, 3.88030], [-2.66723, 3.70181, 5.02225], [-2.00328, 2.49775, 5.13066], [-0.05566, 0.28367, 4.81859], [0.99849, 0.40698, 3.70882], [1.70795, -2.07458, -3.34481], [1.28498, -1.42803, -4.47985], [2.58450, 0.35527, -6.05723], [2.43145, 0.54328, -7.80758], [1.85549, 1.81233, -6.72474], [0.68055, -1.00151, -7.04103], [-0.05228, 0.49663, -7.60017], [-1.66284, 1.23394, -6.47814], [-1.90436, 0.91902, -4.76625], [-1.50554, 3.31102, -5.06736], [-0.07564, 2.63936, -4.27339], [-0.03734, 3.01344, -5.99620], [-0.86320, 0.75305, -3.02794], [-0.10905, -0.39824, -1.05069], [0.74548, -3.32439, 1.81011], [2.44257, -3.16473, 1.28772], [-0.65503, -1.42811, 1.43709], [-0.66120, 0.33795, 1.61315], [-2.57038, -0.71244, 2.89012], [-1.39897, -1.67107, 3.80413], [-2.82387, 1.20044, 2.11566], [-3.99462, 3.30845, 1.95393], [-3.90640, 4.95415, 3.79718], [-2.62919, 4.40262, 5.84358], [-1.47823, 2.27347, 6.04643], [0.09040, 1.08417, 5.54008], [0.06818, -0.67619, 5.33095], [2.00454, 0.29429, 4.11464], [0.90351, 1.38673, 3.22546], [2.43469, -2.87028, -3.40841], [1.69358, -1.74533, -5.42434]],
  "atomic_forces_ev_per_a": [[-0.2, -0.1, 0.0], [0.3, 0.0, -0.1], [-0.2, 0.0, -0.2], [-0.1, 0.3, 0.1], [-0.1, -0.2, 0.0], [0.0, -0.1, 0.2], [-0.1, 0.2, -0.1], [0.2, -0.3, 0.0], [-0.1, 0.2, -0.3], [0.3, -0.4, 0.1], [-0.2, 0.2, 0.0], [-0.1, 0.2, -0.1], [0.5, -0.4, 0.2], [0.0, -0.2, -0.4], [0.3, -0.2, 0.1], [-0.2, 0.4, 0.1], [-0.4, -0.2, 0.1], [0.0, 0.1, -0.3], [-0.1, -0.3, 0.2], [-0.2, 0.2, 0.0], [0.1, -0.2, -0.1], [-0.1, 0.1, 0.0], [-0.1, 0.1, -0.1], [0.0, 0.0, 0.0], [0.1, 0.0, 0.0], [0.4, 0.2, -0.1], [0.2, 0.1, 0.4], [-0.1, 0.0, 0.4], [0.0, 0.0, -0.2], [0.1, 0.0, 0.0], [0.1, 0.0, -0.1], [0.0, 0.1, 0.0], [-0.1, 0.1, -0.1], [0.0, -0.1, 0.1], [0.0, -0.1, 0.1], [0.0, 0.0, -0.1], [-0.1, 0.1, 0.0], [0.1, 0.0, 0.1], [0.1, 0.1, -0.1], [-0.1, 0.1, 0.0], [-0.1, 0.0, 0.1], [0.1, 0.1, -0.1], [-0.3, 0.2, 0.2], [0.0, 0.1, 0.0], [0.0, -0.1, 0.0], [0.0, 0.0, 0.0], [0.0, 0.0, -0.1], [0.0, -0.1, 0.0], [0.0, 0.0, -0.1], [0.0, 0.1, 0.0], [0.0, 0.0, 0.1], [0.0, 0.0, 0.1], [0.0, -0.1, 0.0], [0.0, 0.1, 0.0], [-0.1, 0.1, -0.1], [0.0, 0.0, 0.0], [0.1, -0.1, 0.0], [0.0, 0.0, -0.1]],
  "mulliken_charge": [-0.98, -0.83, 0.12, -0.94, -1.05, 2.18, -0.43, -1.20, -0.11, 0.48, -0.66, -0.15, -0.83, 0.96, -0.67, 0.03, -0.07, -1.67, 0.13, 0.99, -0.33, -0.84, -0.47, -0.63, -0.32, -0.88, -0.86, -1.34, -0.32, 0.35, 0.37, 0.25, 0.42, 0.35, 0.37, 0.48, 0.38, 0.31, 0.31, 0.27, 0.49, 0.29, 0.42, 0.62, 0.14, 0.47, 0.40, 0.25, 0.36, 0.39, 0.37, 0.39, 0.36, 0.35, 0.52, 0.28, 0.45, 0.27]
}

=====

{
  "formula": "C23H29N3O3",
  "method": "ωB97M-V/def2-TZVPD",
  "gap_ev": 9.7731,
  "e_homo_ha": -0.341,
  "e_above_lowest_kcal_mol": 70.7,
  "elements": ["C", "C", "C", "N", "C", "O", "C", "C", "C", "C", "N", "C", "O", "C", "C", "N", "C", "O", "C", "C", "C", "C", "C", "C", "C", "C", "C", "C", "C", "H", "H", "H", "H", "H", "H", "H", "H", "H", "H", "H", "H", "H", "H", "H", "H", "H", "H", "H", "H", "H", "H", "H", "H", "H", "H", "H", "H", "H"],
  "positions_angstrom": [[-1.16019, 0.53148, 4.75430], [-0.20210, -0.53049, 4.24111], [1.11996, -0.03495, 3.65188], [1.59751, -1.19984, 2.89077], [2.43327, -1.13849, 1.81924], [2.62213, -2.09948, 1.08854], [3.11742, 0.19560, 1.58974], [3.99167, 0.18099, 0.34106], [3.18855, 0.15418, -0.96291], [2.99920, 1.63510, -1.32011], [4.17670, 2.24467, -0.72562], [4.73587, 1.51152, 0.27787], [5.63171, 1.87523, 1.00967], [0.66215, -2.31498, 3.01824], [-0.66663, -1.57220, 3.21330], [-1.06204, -1.12616, 1.87014], [-1.28678, 0.08728, 1.30813], [-1.13953, 1.17243, 1.84438], [-1.69718, 0.01243, -0.13482], [-3.01171, 0.57159, -0.72994], [-2.19669, 0.02886, -1.93995], [-2.58950, 0.03876, -3.37220], [-2.63433, -1.13873, -4.10876], [-2.99740, -1.11998, -5.44899], [-3.31989, 0.07938, -6.06463], [-3.27813, 1.26112, -5.33516], [-2.91549, 1.23977, -3.99846], [-1.86603, -1.21273, -1.07108], [-0.95840, 0.71871, -1.29662], [-1.43082, 1.24320, 3.98201], [-2.06796, 0.06354, 5.14035], [-0.69620, 1.07037, 5.58300], [0.05076, -1.16150, 5.10112], [0.93570, 0.82003, 3.00225], [1.82909, 0.25512, 4.42990], [2.35330, 0.97578, 1.50228], [3.71700, 0.45349, 2.46675], [4.70275, -0.63936, 0.40993], [3.77009, -0.33718, -1.74305], [2.24749, -0.38273, -0.86387], [2.96759, 1.80095, -2.39679], [2.07833, 2.04192, -0.88764], [4.41012, 3.21883, -0.82127], [0.70777, -2.92709, 2.12035], [0.89624, -2.94164, 3.88238], [-1.45505, -2.20707, 3.62146], [-1.21214, -1.89516, 1.23611], [-3.92526, 0.02923, -0.48391], [-3.13853, 1.65155, -0.66903], [-2.38252, -2.07718, -3.62907], [-3.02824, -2.04416, -6.01165], [-3.60366, 0.09560, -7.10881], [-3.52974, 2.20037, -5.81076], [-2.88462, 2.16292, -3.43097], [-0.95477, -1.75561, -1.33115], [-2.70169, -1.88222, -0.85592], [-0.96378, 1.80778, -1.27079], [0.01465, 0.30914, -1.57233]],
  "atomic_forces_ev_per_a": [[0.0, 0.0, 0.0], [-0.2, 0.0, 0.1], [0.0, 0.0, 0.0], [0.0, 0.0, 0.0], [0.0, 0.0, 0.0], [0.0, 0.0, 0.0], [0.0, 0.0, 0.0], [0.0, 0.0, 0.0], [0.0, 0.0, 0.0], [0.0, 0.0, 0.0], [0.0, 0.0, 0.0], [0.0, 0.0, 0.0], [0.0, 0.0, 0.0], [0.0, 0.0, 0.0], [0.4, 0.0, -0.1], [-0.4, 0.0, 0.1], [0.2, 0.0, -0.1], [0.0, 0.0, 0.0], [0.0, 0.0, 0.0], [0.0, 0.0, 0.0], [0.0, 0.0, 0.0], [0.0, 0.0, 0.0], [0.0, 0.0, 0.0], [0.0, 0.0, 0.0], [0.0, 0.0, 0.0], [0.0, 0.0, 0.0], [0.0, 0.0, 0.0], [0.0, 0.0, 0.0], [0.0, 0.0, 0.0], [0.0, 0.0, 0.0], [0.0, 0.0, 0.0], [0.0, 0.0, 0.0], [0.0, 0.0, 0.0], [0.0, 0.0, 0.0], [0.0, 0.0, 0.0], [0.0, 0.0, 0.0], [0.0, 0.0, 0.0], [0.0, 0.0, 0.0], [0.0, 0.0, 0.0], [0.0, 0.0, 0.0], [0.0, 0.0, 0.0], [0.0, 0.0, 0.0], [0.0, 0.0, 0.0], [0.0, 0.0, 0.0], [0.0, 0.0, 0.0], [0.0, 0.0, 0.0], [0.0, 0.0, 0.0], [0.0, 0.0, 0.0], [0.0, 0.0, 0.0], [0.0, 0.0, 0.0], [0.0, 0.0, 0.0], [0.0, 0.0, 0.0], [0.0, 0.0, 0.0], [0.0, 0.0, 0.0], [0.0, 0.0, 0.0], [0.0, 0.0, 0.0], [0.0, 0.0, 0.0], [0.0, 0.0, 0.0]],
  "mulliken_charge": [-1.65, 0.14, -0.99, 0.19, 0.51, -0.70, -0.98, 0.60, -0.83, -0.41, -0.16, -0.20, -0.66, -1.10, -0.24, 0.07, -0.39, -0.73, 0.75, -0.41, 0.57, -0.20, -0.36, -0.72, -0.41, -0.71, -0.40, -0.82, 0.06, 0.27, 0.40, 0.44, 0.44, 0.31, 0.44, 0.31, 0.46, 0.67, 0.37, 0.16, 0.37, 0.24, 0.23, 0.45, 0.35, 0.47, 0.33, 0.27, 0.33, 0.38, 0.39, 0.38, 0.38, 0.37, 0.34, 0.32, 0.22, 0.09]
}

=====

{
  "formula": "C23H29N3O4",
  "method": "ωB97M-V/def2-TZVPD",
  "gap_ev": 9.1151,
  "e_homo_ha": -0.318,
  "e_above_lowest_kcal_mol": 31.0,
  "smiles": "COCCC(=O)N1CCC(Oc2ccc(C(=O)NCCc3ccccn3)cc2)CC1",
  "elements": ["C", "O", "C", "C", "C", "O", "N", "C", "C", "C", "O", "C", "C", "C", "C", "C", "O", "N", "C", "C", "C", "C", "C", "C", "C", "N", "C", "C", "C", "C", "H", "H", "H", "H", "H", "H", "H", "H", "H", "H", "H", "H", "H", "H", "H", "H", "H", "H", "H", "H", "H", "H", "H", "H", "H", "H", "H", "H", "H"],
  "positions_angstrom": [[-5.80646, -3.84068, -0.15108], [-6.87717, -2.96940, 0.10918], [-6.50279, -1.65821, 0.45042], [-5.98077, -0.83071, -0.73713], [-5.72923, 0.60098, -0.29986], [-6.56207, 1.46631, -0.48723], [-4.56967, 0.86896, 0.35422], [-3.44860, -0.01400, 0.56620], [-2.24386, 0.44955, -0.25780], [-1.87749, 1.89025, 0.11939], [-0.85684, 2.40483, -0.71599], [0.44472, 2.07548, -0.50561], [0.92677, 1.26550, 0.51831], [2.28540, 1.02839, 0.63735], [3.18740, 1.58057, -0.26247], [4.65028, 1.31027, -0.20104], [5.33843, 1.22185, -1.20084], [5.16799, 1.23661, 1.05400], [6.48586, 0.69924, 1.28114], [6.42396, -0.80653, 1.60453], [5.67200, -1.49862, 0.50536], [6.31285, -1.95505, -0.64119], [5.54855, -2.48803, -1.66273], [4.17242, -2.55031, -1.50606], [3.63057, -2.07832, -0.32360], [4.35464, -1.56667, 0.65709], [2.69781, 2.36548, -1.30531], [1.35115, 2.61989, -1.42031], [-3.10483, 2.78365, -0.06874], [-4.28188, 2.23791, 0.73688], [-6.23973, -4.83309, -0.25816], [-5.27772, -3.58371, -1.07612], [-5.08876, -3.84668, 0.67976], [-5.75401, -1.67757, 1.25827], [-7.41375, -1.19035, 0.83132], [-5.08952, -1.28254, -1.17168], [-6.76109, -0.80248, -1.49895], [-3.70172, -1.03983, 0.30922], [-3.18853, 0.01319, 1.63290], [-1.39799, -0.21926, -0.09225], [-2.49256, 0.42643, -1.32068], [-1.56243, 1.93306, 1.17292], [0.25935, 0.80859, 1.23263], [2.62913, 0.36277, 1.41580], [4.52490, 1.19285, 1.82858], [6.96464, 1.24256, 2.10037], [7.04950, 0.85805, 0.35873], [7.43702, -1.19834, 1.69294], [5.89489, -0.95206, 2.54781], [7.38552, -1.87829, -0.73108], [6.01547, -2.84058, -2.57086], [3.53819, -2.94805, -2.28274], [2.56195, -2.10023, -0.14827], [3.39836, 2.77161, -2.01868], [0.96311, 3.23672, -2.21525], [-2.87252, 3.80039, 0.24740], [-3.36086, 2.80678, -1.12860], [-5.18052, 2.82689, 0.54986], [-4.04947, 2.26400, 1.80773]],
  "atomic_forces_ev_per_a": [[0.0, 0.0, 0.0], [-0.2, 0.0, -0.1], [0.1, 0.2, 0.0], [-0.2, -0.1, 0.1], [0.0, -0.4, -0.1], [-0.4, 0.1, -0.2], [0.2, 0.2, 0.3], [0.3, -0.2, -0.2], [0.1, 0.2, 0.2], [-0.4, -0.2, 0.0], [0.1, 0.1, -0.1], [0.3, 0.0, -0.1], [-0.4, 0.1, 0.1], [0.2, 0.2, -0.2], [-0.3, -0.1, -0.1], [-0.1, 0.2, 0.2], [0.1, 0.0, -0.2], [0.0, 0.1, 0.3], [0.2, -0.1, 0.0], [0.0, 0.2, -0.2], [0.3, -0.2, 0.1], [-0.1, -0.1, 0.0], [0.0, 0.0, 0.1], [0.1, 0.0, 0.0], [-0.2, -0.1, -0.3], [-0.1, 0.1, 0.4], [0.1, -0.1, 0.1], [-0.2, 0.0, 0.1], [0.3, -0.2, 0.2], [-0.1, 0.4, -0.1], [0.1, 0.0, 0.0], [0.0, 0.0, 0.0], [0.0, 0.0, 0.0], [-0.1, 0.0, 0.0], [0.2, 0.1, 0.0], [0.0, 0.0, 0.0], [0.1, 0.1, 0.0], [0.0, 0.0, 0.1], [0.0, -0.1, 0.0], [0.0, 0.0, 0.0], [0.0, 0.0, 0.0], [0.0, 0.0, -0.1], [-0.1, 0.0, 0.0], [0.1, -0.1, 0.1], [0.0, 0.1, -0.1], [0.0, 0.0, -0.1], [0.0, 0.0, 0.2], [0.0, 0.0, 0.1], [0.0, -0.1, 0.0], [0.1, 0.0, 0.0], [0.0, 0.0, -0.1], [-0.1, 0.0, 0.0], [-0.1, 0.0, -0.1], [0.1, 0.0, -0.1], [0.0, 0.1, -0.1], [0.0, 0.0, 0.0], [0.0, 0.0, -0.1], [0.2, -0.1, 0.1], [0.0, 0.0, 0.0]],
  "mulliken_charge": [-0.62, -0.38, -0.38, -0.73, 0.89, -0.68, 0.12, -0.81, -0.59, 0.02, -0.44, 0.82, -0.79, -1.09, 1.07, 0.38, -0.65, -0.16, -0.84, -0.95, 0.90, -0.61, -0.35, -0.58, -0.22, -0.38, -0.65, -0.66, -0.65, -1.10, 0.26, 0.27, 0.26, 0.31, 0.33, 0.27, 0.33, 0.53, 0.19, 0.44, 0.19, 0.23, 0.39, 0.36, 0.23, 0.36, 0.40, 0.39, 0.34, 0.37, 0.40, 0.40, 0.41, 0.45, 0.44, 0.43, 0.27, 0.50, 0.37]
}

=====

{
  "formula": "C23H29N4",
  "method": "ωB97M-V/def2-TZVPD",
  "gap_ev": 5.2105,
  "e_homo_ha": -0.373,
  "e_above_lowest_kcal_mol": 51.8,
  "total_charge": 1,
  "elements": ["C", "C", "C", "N", "N", "C", "C", "H", "H", "H", "H", "H", "H", "H", "H", "H", "H", "C", "N", "C", "C", "C", "C", "C", "C", "C", "C", "C", "C", "C", "C", "C", "N", "C", "C", "C", "C", "H", "H", "H", "H", "H", "H", "H", "H", "H", "H", "H", "H", "H", "H", "H", "H", "H", "H", "H"],
  "positions_angstrom": [[0.14851, -4.25207, 1.47402], [0.81514, -3.47551, 2.62940], [0.06132, -2.13303, 2.73177], [-1.14536, -2.24585, 1.88773], [-1.92061, -1.16695, 1.58310], [-2.36490, -0.38270, 2.47116], [-0.90591, -3.29525, 0.87894], [0.87297, -4.57340, 0.71350], [-0.33580, -5.16250, 1.85041], [0.74120, -4.04325, 3.56446], [1.88510, -3.32235, 2.44384], [-0.23334, -1.88944, 3.75505], [0.66223, -1.30589, 2.34122], [-2.91465, 0.48763, 2.17799], [-2.22971, -0.57072, 3.51752], [-0.54558, -2.80548, -0.03307], [-1.85505, -3.78907, 0.64735], [2.69651, 4.37436, 3.40703], [2.30563, 4.32246, 1.99817], [2.19671, 5.60782, 1.30801], [1.96103, 3.09995, 1.33721], [0.61580, 2.76810, 1.11570], [0.27719, 1.67334, 0.37470], [1.26938, 0.85604, -0.21341], [0.93828, -0.20529, -1.08441], [-0.29176, -0.32485, -1.78017], [-0.71467, -1.46250, -2.56116], [-0.17513, -2.74283, -2.74146], [-0.79512, -3.61208, -3.60610], [-1.95109, -3.22863, -4.29611], [-2.49178, -1.97532, -4.13452], [-1.87495, -1.08384, -3.25722], [-2.16837, 0.24496, -2.91897], [-3.15327, 1.09087, -3.58167], [-1.22680, 0.68790, -2.02983], [2.62405, 1.16418, 0.06543], [2.95641, 2.26140, 0.80708], [2.69544, 3.37108, 3.82900], [3.69344, 4.80135, 3.50172], [1.99356, 4.99306, 3.96321], [1.87519, 5.44601, 0.28021], [1.47285, 6.24788, 1.80994], [3.16516, 6.10542, 1.29872], [-0.14556, 3.40317, 1.52865], [-0.75763, 1.40082, 0.27368], [1.71732, -0.90571, -1.33333], [0.71021, -3.03041, -2.20456], [-0.37934, -4.59413, -3.76909], [-2.42374, -3.92167, -4.97343], [-3.36320, -1.66501, -4.67805], [-3.74595, 0.52092, -4.29300], [-3.82047, 1.53503, -2.84533], [-2.64019, 1.89022, -4.11252], [-1.17043, 1.71046, -1.69859], [3.40086, 0.56298, -0.37417], [3.98885, 2.53833, 0.95426]],
  "atomic_forces_ev_per_a": [[-0.4, 0.1, -0.1], [-0.1, 0.1, 0.1], [-0.5, 0.3, 0.2], [0.3, -1.2, 1.1], [0.3, -0.5, -1.6], [0.7, -0.4, 0.4], [-0.3, 0.8, -0.3], [-0.2, 0.2, 0.2], [0.1, 0.3, -0.1], [0.0, 0.2, -0.2], [-0.3, 0.1, 0.0], [0.2, 0.0, 0.0], [0.2, 0.2, 0.1], [-0.4, 0.2, -0.3], [0.2, 0.1, 0.7], [0.1, -0.2, -0.2], [0.2, 0.0, 0.0], [0.0, -0.3, -0.8], [-0.1, -0.7, -0.2], [-0.2, -0.8, 0.2], [0.2, 1.1, 0.1], [0.4, 0.4, 0.1], [0.1, -0.4, -0.2], [0.2, 0.4, 0.5], [-1.7, 0.6, -0.9], [1.6, -0.4, 0.9], [-0.1, -0.4, -0.6], [-0.2, 0.6, 0.2], [-0.1, 0.0, -0.1], [0.2, -0.1, 0.1], [-0.2, 0.8, 0.2], [0.7, -0.8, 0.2], [1.4, 0.5, 1.1], [-0.1, 0.3, 0.2], [-1.3, -0.4, -1.3], [-0.5, -0.4, -0.3], [0.0, 0.5, 0.5], [0.0, 0.0, 0.0], [0.2, 0.1, 0.2], [-0.1, 0.1, 0.2], [0.0, 0.1, 0.0], [-0.1, 0.2, 0.0], [0.1, 0.1, 0.0], [-0.2, 0.1, 0.2], [-0.2, -0.1, 0.1], [0.1, -0.4, 0.1], [0.2, -0.2, 0.1], [0.0, -0.1, 0.0], [0.0, -0.1, -0.1], [-0.3, -0.1, -0.2], [0.1, -0.1, 0.1], [0.0, -0.1, 0.0], [0.0, 0.0, -0.1], [-0.3, 0.1, -0.2], [0.2, -0.2, -0.1], [0.1, 0.0, 0.1]],
  "mulliken_charge": [-0.59, -0.51, -0.51, 0.29, -0.53, -0.50, -0.04, 0.31, 0.26, 0.23, 0.31, 0.47, 0.09, 0.29, 0.34, -0.33, 0.48, -0.99, 0.25, -1.03, -0.20, -0.46, -0.52, 0.72, -0.24, 1.27, 0.79, -0.11, -0.95, -0.74, -0.85, -0.15, 0.16, -0.93, -1.27, -1.04, -0.33, 0.31, 0.32, 0.31, 0.29, 0.34, 0.34, 0.52, 0.45, 0.44, 0.38, 0.43, 0.42, 0.33, 0.32, 0.33, 0.36, 0.71, 0.47, 0.49]
}